[1]
# C38H31AuGeN3O

C38H31AuGeN3O as an isolated structure (ωB97M-V/def2-TZVPD, the OMol25 dataset).

CARTESIAN COORDINATES (ANGSTROEM)
Au 0.248707 0.531071 -0.352152
Ge -1.667275 1.571420 0.871229
O -0.306052 -1.889907 0.352400
N -0.715029 0.325386 -2.157272
N 1.740654 0.571991 1.071629
N 1.950803 -0.081661 -1.599697
C -0.763687 -6.393714 1.843894
C -3.969942 2.949905 -0.010578
C 2.740413 0.767962 3.246358
C 0.066930 -6.145383 2.927096
C 4.379614 -0.449795 -1.382064
C 2.405455 -0.662064 -3.957770
C 4.078482 0.145760 1.358703
C -1.029028 -5.387938 0.932581
C 5.472179 -0.489607 -0.556555
C 2.944530 0.209312 0.536719
C -4.753441 3.763032 -0.821506
C -1.580189 -3.305412 -1.064696
C -1.111333 2.486903 2.468265
C 0.634051 -4.885789 3.103941
C 0.367067 -3.881317 2.197676
C 0.094857 4.259521 3.572337
C -2.867195 4.173865 -2.263072
C -0.250164 3.716523 4.807200
C -4.204591 4.370250 -1.943440
C -1.028531 2.567615 4.878944
C 3.081996 -0.120367 -0.895813
C -0.466856 -4.120557 1.100878
C -0.335282 3.648650 2.403112
C 1.647442 0.817394 2.379633
C -1.456281 1.945464 3.710797
C -2.629067 2.748631 -0.330080
C -2.566549 0.221448 -3.679582
C 3.961654 0.440026 2.737259
C 0.140109 -0.082665 -3.139474
C 5.327026 -0.203904 0.796714
C 1.900830 -0.868816 -5.218409
C 0.540844 -0.717204 -5.452727
C -0.742463 -3.025993 0.153724
C -1.735132 -0.168295 -4.688457
C -2.017842 0.451609 -2.417841
C -0.353523 -0.328061 -4.428492
C -2.076314 3.366080 -1.454226
C 1.574791 -0.279988 -2.870190
H 0.670137 1.074620 2.761503
H 3.462534 -0.809005 -3.822275
H 0.271449 -6.934772 3.638346
H 0.067723 4.207243 5.718060
H 0.140517 -0.894269 -6.445591
H 4.539664 -0.683344 -2.419767
H -0.095951 4.098136 1.444650
H -2.073949 1.056186 3.772773
H 6.441159 -0.746860 -0.961953
H -1.023648 3.241315 -1.692406
H -1.683457 -5.602614 0.097688
H 1.276602 -4.696086 3.953748
H 2.566893 -1.155383 -6.020655
H -3.628525 0.359096 -3.830607
H 2.595000 0.995174 4.293358
H -2.563671 0.393687 1.294237
H -4.817386 5.015159 -2.558443
H -2.654593 0.751780 -1.598802
H 6.191268 -0.243741 1.451897
H -5.793910 3.923419 -0.571273
H 0.681362 5.168070 3.523688
H -1.161589 -4.132352 -1.640262
H -2.116430 -0.367217 -5.683625
H -2.587771 -3.600504 -0.764398
H -2.439676 4.656862 -3.132478
H -4.410893 2.493350 0.869103
H -1.206151 -7.371263 1.710642
H -1.309374 2.159282 5.841270
H 4.841644 0.393059 3.368688
H 0.793504 -2.894406 2.326437
H -1.645149 -2.416003 -1.690548

Cartesian forces, eV/Å:
Au -0.38 0.24 0.16
Ge -0.81 0.52 0.68
O 0.13 -0.06 -0.06
N -0.20 -0.06 -0.06
N 0.13 -0.03 0.16
N 0.31 -0.17 -0.29
C 0.02 -0.07 0.05
C -0.04 0.02 -0.13
C -0.05 0.01 0.04
C 0.01 0.02 0.01
C -0.17 0.03 0.02
C -0.07 0.04 0.13
C 0.14 -0.02 0.01
C -0.03 0.03 -0.08
C 0.16 0.00 0.17
C -0.13 -0.01 -0.19
C -0.01 0.04 0.05
C -0.02 -0.04 0.00
C 0.33 -0.22 -0.12
C 0.01 -0.07 0.05
C -0.01 0.09 -0.04
C -0.03 0.01 -0.07
C 0.12 -0.05 0.08
C -0.02 -0.01 -0.02
C -0.03 -0.01 0.05
C -0.05 -0.03 -0.04
C -0.04 0.06 0.17
C -0.01 0.03 -0.03
C -0.03 0.04 0.09
C 0.08 -0.05 -0.18
C 0.09 0.06 0.05
C 0.40 -0.13 -0.30
C -0.05 0.01 0.00
C 0.13 -0.04 0.00
C 0.16 0.01 0.18
C 0.02 -0.01 -0.05
C -0.11 -0.02 -0.15
C 0.03 0.00 0.01
C -0.04 -0.01 0.08
C 0.02 -0.04 -0.10
C 0.18 -0.10 -0.01
C 0.03 -0.03 -0.17
C -0.11 0.15 0.03
C -0.14 0.06 0.01
H -0.06 0.04 -0.04
H -0.03 0.01 0.03
H 0.00 0.01 0.00
H 0.02 -0.02 -0.01
H 0.03 0.00 0.02
H -0.05 0.01 0.02
H 0.04 -0.03 0.02
H 0.05 -0.02 0.00
H 0.01 0.01 0.06
H -0.03 -0.02 -0.01
H 0.02 0.03 0.01
H -0.01 -0.02 -0.01
H -0.05 -0.01 -0.02
H 0.02 -0.03 0.03
H -0.01 -0.02 -0.02
H 0.20 -0.16 -0.19
H -0.02 -0.03 -0.03
H 0.02 -0.03 -0.03
H -0.01 0.00 -0.04
H 0.02 0.02 0.00
H -0.02 -0.01 0.01
H -0.02 0.01 0.00
H 0.02 0.03 0.02
H 0.02 0.00 -0.02
H 0.00 0.03 0.03
H -0.03 -0.04 -0.04
H 0.01 0.00 0.01
H -0.01 0.03 -0.01
H -0.02 0.01 -0.02
H -0.01 -0.02 0.00
H 0.03 0.00 0.05

Summary:
Gap between HOMO and LUMO (spin up / spin down), eV: 3.69 / 3.70
Maximum force, eV/Å: 1.18
Charge: +3
E_tot, Eh: -3917.78792



[2]
# C38H31BrN8O5Ta

C38H31BrN8O5Ta as an isolated structure (ωB97M-V/def2-TZVPD, the OMol25 dataset).

CARTESIAN COORDINATES (ANGSTROEM)
Ta 0.476264 -0.575610 0.128827
Br -3.770891 -2.223752 2.684360
O -1.362583 -1.352281 1.139714
O 2.929463 -1.108022 -3.269870
O 2.021695 6.150502 0.386657
O 2.727861 0.794923 3.424629
O -1.390810 -0.189571 -0.651036
N 0.471120 1.763900 -0.461457
N 1.136918 -0.751808 -1.849439
N 0.765006 -4.787045 1.010715
N 3.462948 4.475152 0.865493
N 1.038384 0.114388 1.990516
N 2.657666 -0.194759 0.082573
N 0.974230 -2.450472 0.472035
N -0.742544 -6.727499 1.159481
C 4.662152 0.224112 1.271247
C -2.077468 -0.874683 0.226944
C 3.340968 -0.480329 -1.021003
C -0.056950 -5.806300 1.090316
C 2.466389 -0.836316 -2.187930
C -1.793927 0.763143 4.325344
C 0.811175 -3.611734 0.723170
C 3.284403 0.134581 1.209746
C -0.494931 3.579299 -1.699599
C -6.203109 -1.386834 -0.521564
C 4.723616 -0.423559 -1.047986
C -0.713621 -2.976969 -2.286291
C -4.036604 -0.632458 -1.187546
C 1.348159 2.648832 0.044781
C 0.228514 -0.721585 -2.971897
C 0.408918 4.472122 -1.167781
C 0.307420 0.353896 -3.865817
C -5.701254 -1.800836 0.701266
C -1.043090 2.137793 2.383841
C 0.266892 -1.085610 3.982336
C -0.654744 0.443421 -4.866843
C -1.682540 -0.316316 5.182838
C -0.656738 -1.228073 5.012530
C 0.116763 -0.001870 3.108333
C 1.368882 3.990037 -0.286126
C 1.412062 -2.051490 3.891339
C -0.428816 2.246816 -1.333615
C -0.710547 -1.741987 -3.142531
C -3.507479 -1.049683 0.042929
C -1.651458 -1.614290 -4.157945
C -1.641632 -0.517110 -5.002561
C 5.388012 -0.064260 0.118195
C -5.373697 -0.803528 -1.472285
C 2.341741 0.396562 2.353736
C -4.353308 -1.646591 0.992307
C 1.436824 1.347760 -3.859086
C -0.897806 0.941332 3.278188
C 2.316906 4.977962 0.343783
H -2.382252 -2.400592 -4.297838
H -3.371731 -0.192461 -1.918016
H 1.833435 1.540935 -2.861385
H 0.300019 -3.288986 -2.036741
H -1.774123 2.827391 2.801627
H 3.797382 3.556488 0.640327
H -2.583572 1.488913 4.470841
H -7.255112 -1.523257 -0.730734
H -1.267816 -2.840295 -1.351629
H 0.389231 5.528557 -1.399131
H 6.468408 -0.016156 0.132818
H 1.716269 -2.249080 2.865066
H 2.280511 -1.653547 4.420562
H 2.261254 0.970550 -4.465938
H -1.257027 3.895675 -2.395685
H 1.112910 2.297529 -4.283227
H 5.127885 0.498944 2.207330
H 4.108418 5.131902 1.273185
H -1.392332 1.871926 1.380847
H 2.031500 2.287301 0.790377
H 5.237738 -0.666160 -1.966873
H -2.375594 -0.432326 -5.791540
H -0.101426 2.675551 2.274767
H -0.607513 1.270427 -5.563945
H -1.123722 1.536537 -1.747985
H -1.197606 -3.796194 -2.814789
H 1.147641 -3.000581 4.354360
H -5.769473 -0.488952 -2.426874
H -2.389798 -0.440228 5.991069
H -0.556227 -2.063257 5.693901
H -6.352068 -2.249865 1.437327

Cartesian forces, eV/Å:
Ta -0.36 0.51 0.05
Br 0.01 0.00 -0.01
O 0.33 -0.01 0.11
O 0.01 -0.05 0.13
O -0.01 0.01 -0.01
O 0.00 -0.09 -0.12
O -0.14 0.01 -0.11
N 0.11 0.24 0.02
N -0.07 -0.02 -0.04
N 0.39 0.30 -0.04
N 0.03 -0.04 0.06
N 0.00 -0.09 0.09
N -0.05 -0.12 0.08
N 0.16 -0.36 -0.02
N -0.08 -0.11 0.04
C -0.15 -0.02 -0.03
C 0.05 0.05 -0.14
C 0.14 -0.04 -0.08
C -0.17 -0.03 -0.07
C 0.15 0.02 -0.03
C 0.02 0.02 -0.03
C -0.16 -0.21 0.14
C 0.06 0.16 0.12
C 0.00 -0.06 -0.04
C 0.02 0.01 -0.01
C -0.17 -0.03 0.02
C 0.02 -0.04 0.03
C -0.02 -0.02 0.02
C -0.08 0.07 -0.11
C 0.01 -0.06 0.00
C 0.05 0.03 0.04
C 0.01 -0.06 -0.10
C 0.08 0.00 0.02
C -0.05 0.04 -0.09
C -0.09 0.09 0.03
C 0.01 0.01 0.01
C -0.01 -0.01 0.00
C 0.05 0.02 -0.05
C -0.05 -0.03 0.01
C -0.02 -0.11 0.05
C 0.05 -0.04 0.00
C 0.00 -0.10 -0.09
C -0.06 0.10 -0.02
C -0.04 -0.09 0.05
C 0.04 0.01 0.00
C 0.00 -0.02 0.02
C -0.04 0.00 0.02
C -0.01 0.00 0.02
C 0.15 0.10 -0.02
C -0.03 0.06 -0.04
C -0.09 0.13 0.04
C -0.03 -0.10 0.07
C -0.04 0.02 -0.03
H -0.02 -0.02 0.00
H 0.01 -0.01 -0.01
H -0.01 0.02 0.03
H 0.00 0.00 -0.02
H 0.00 0.01 0.00
H 0.02 0.01 -0.01
H -0.01 0.02 0.00
H -0.03 0.00 -0.01
H 0.00 -0.02 0.01
H 0.01 0.02 0.00
H 0.01 0.01 0.00
H 0.02 0.01 -0.03
H 0.00 0.00 0.01
H -0.01 0.00 0.02
H -0.03 0.00 -0.03
H -0.02 0.01 0.00
H 0.01 0.00 0.00
H 0.01 0.00 -0.01
H 0.01 0.00 0.04
H 0.12 -0.16 0.13
H 0.01 0.00 -0.01
H -0.03 0.00 -0.03
H 0.03 0.01 0.01
H 0.00 0.02 -0.02
H -0.01 0.04 -0.04
H -0.01 0.00 0.00
H 0.00 -0.01 0.00
H -0.02 0.01 -0.02
H -0.02 -0.01 0.03
H 0.01 -0.01 0.01
H 0.00 -0.01 0.01

Summary:
Gap between HOMO and LUMO, eV: 6.98
Maximum force, eV/Å: 0.63
Charge: +1
E_tot, Eh: -4911.98975



[3]
# C38H31ClF5N9OPb

C38H31ClF5N9OPb as an isolated structure (ωB97M-V/def2-TZVPD, the OMol25 dataset).

CARTESIAN COORDINATES (ANGSTROEM)
Pb 0.963937 -0.752918 -0.226314
Cl -1.475431 -8.102139 -0.708704
F -1.723329 7.998970 -0.329366
F 1.360647 -2.944835 2.228545
F -3.925496 -4.138339 2.436635
F -3.228151 -1.665510 1.894012
F 0.599774 -5.441760 2.773810
O 1.308230 -2.949085 -0.928995
N -1.248599 -1.800481 -1.373510
N 2.875010 1.430452 -1.339291
N 5.578839 -1.982858 0.636320
N -0.361890 -0.918268 1.838023
N 2.893555 2.665263 -0.834898
N 3.249775 -1.245237 0.706418
N 7.480130 -0.854854 -0.440540
N -0.506665 0.097675 -3.122951
N 0.767663 1.345301 3.467707
C -1.362035 6.668431 -0.410101
C -1.623449 -3.022572 -1.346862
C -2.593306 -3.856197 2.405305
C -0.872153 2.176674 -4.270557
C 4.084132 1.236272 -1.839133
C -0.263378 6.298475 -1.163426
C 4.084243 3.264934 -0.997583
C 0.714270 -6.475677 -0.633198
C -3.849391 1.399374 -2.195716
C 0.094407 4.969421 -1.249558
C -1.740519 0.224569 -2.567428
C -1.393019 -5.405867 -1.023663
C 4.368310 -1.558119 0.625852
C -2.220156 -2.552869 2.141036
C -2.176334 -0.789638 -1.659910
C -0.767198 -4.151686 -1.067554
C -0.266849 2.593203 -0.661471
C -0.493432 1.469452 2.765747
C -0.349503 -4.507443 2.547777
C -1.755999 4.382097 0.172209
C -2.112116 2.309229 -3.723868
C 6.544742 -1.341515 0.042273
C 4.896846 2.366298 -1.653460
C -0.863175 -2.146665 2.057345
C -0.099690 1.046099 -3.922815
C 0.838718 0.258775 4.417148
C 1.951192 1.502198 2.661857
C 0.643465 -4.040111 -0.891293
C -3.405885 -0.684662 -1.060681
C -2.587712 1.316188 -2.835792
C -1.209544 0.210709 2.194719
C -2.108628 5.711099 0.254681
C -4.244009 0.418938 -1.329400
C -1.686508 -4.871913 2.620161
C 0.044081 -3.222821 2.270080
C -0.671162 -6.546802 -0.802037
C 1.346444 -5.264374 -0.685541
C -0.621171 3.925930 -0.575128
H -0.360298 2.197135 1.962126
H 0.907946 0.943795 -4.312285
H 2.046719 3.003658 -0.385041
H -4.474071 2.264932 -2.382126
H 4.261296 4.259406 -0.632310
H -5.193782 0.491974 -0.814824
H 0.513701 2.287337 -1.332038
H 1.689396 0.421268 5.084246
H -2.665050 -3.277014 -1.590715
H 2.084072 0.749652 1.880914
H -1.808754 0.559420 1.338110
H -1.211890 1.910912 3.469038
H 2.835750 1.435697 3.296463
H -1.992763 -5.885162 2.819008
H -2.725464 3.180924 -3.921139
H 0.949533 4.700744 -1.862340
H -0.067900 0.261766 5.028547
H -0.922062 1.821206 -0.290031
H -2.466689 -5.460489 -1.153662
H -2.968804 6.016059 0.838126
H 2.414545 -5.187759 -0.539905
H -2.352134 3.646894 0.700070
H -1.938421 -0.111837 2.946554
H -0.454498 2.934941 -4.920338
H 0.305974 7.057561 -1.686438
H -3.703768 -1.415961 -0.324353
H 5.929598 2.487677 -1.918824
H 1.276944 -7.382271 -0.449468
H 1.935744 2.482856 2.180898
H 4.338069 0.285118 -2.269397
H 0.934504 -0.731282 3.954221

Cartesian forces, eV/Å:
Pb 0.07 0.06 -0.10
Cl -0.02 -0.02 -0.01
F -0.03 0.13 0.01
F -0.14 -0.05 0.01
F 0.25 0.03 -0.01
F 0.13 -0.17 0.05
F -0.10 0.06 -0.01
O -0.06 0.28 0.16
N -0.19 -0.19 0.27
N -0.07 -0.12 -0.09
N 0.08 -0.54 0.22
N 0.22 0.04 -0.27
N 0.00 -0.01 0.07
N -0.22 0.08 -0.03
N 0.29 0.18 -0.21
N 0.02 0.09 0.01
N -0.09 -0.07 0.18
C 0.04 -0.09 0.00
C 0.07 0.19 -0.05
C -0.22 -0.04 0.03
C 0.02 0.00 0.06
C 0.04 0.08 0.14
C -0.11 0.14 0.08
C 0.07 -0.02 -0.02
C -0.01 -0.09 0.02
C -0.01 -0.04 0.03
C 0.13 -0.07 -0.05
C 0.00 -0.04 -0.04
C 0.02 -0.08 0.06
C -0.40 0.21 0.08
C -0.04 0.11 -0.05
C 0.06 -0.02 -0.11
C -0.14 0.06 0.00
C 0.34 -0.28 0.14
C -0.08 0.05 -0.11
C 0.05 -0.05 -0.10
C 0.02 -0.09 0.06
C -0.01 -0.01 0.09
C 0.24 0.14 -0.08
C 0.00 0.07 0.06
C 0.03 -0.28 0.20
C -0.01 0.03 0.02
C -0.04 -0.03 0.04
C 0.02 0.06 -0.17
C 0.07 -0.23 0.02
C 0.05 0.05 -0.01
C -0.10 0.12 -0.03
C -0.24 0.11 -0.02
C 0.01 0.17 -0.03
C 0.10 0.07 -0.09
C 0.02 0.12 -0.02
C 0.10 0.03 -0.03
C -0.03 0.01 0.02
C 0.00 0.05 0.02
C -0.25 0.33 -0.09
H 0.14 -0.03 0.01
H 0.03 -0.01 -0.04
H -0.13 -0.03 -0.01
H 0.00 0.00 0.00
H 0.02 0.10 0.02
H -0.01 0.01 -0.01
H 0.00 -0.18 -0.37
H 0.04 -0.04 0.02
H 0.02 0.05 -0.01
H 0.02 -0.18 -0.08
H -0.05 0.04 0.10
H -0.08 0.04 -0.06
H 0.05 0.07 0.07
H -0.02 -0.06 -0.01
H 0.00 -0.01 -0.01
H 0.01 -0.02 -0.03
H -0.03 -0.02 0.03
H -0.16 -0.08 0.13
H -0.05 -0.01 -0.01
H -0.05 0.03 0.02
H 0.06 0.01 0.01
H -0.03 -0.05 0.02
H 0.11 -0.02 0.00
H -0.02 -0.02 0.00
H 0.02 0.04 -0.03
H 0.00 -0.06 0.01
H 0.09 0.01 -0.03
H 0.00 -0.01 0.00
H 0.02 0.01 -0.01
H 0.04 -0.11 -0.09
H 0.04 0.02 0.02

Summary:
Gap between HOMO and LUMO, eV: 4.71
Maximum force, eV/Å: 0.59
Charge: -2
E_tot, Eh: -3187.08777



Look up the charge of the first one.
+3